51
Properties=species:S:1:pos:R:3 method="wB97M-V/def2-TZVPD" charge=+2 relative_energy_kcal_mol=0.0 mol_weight_g_mol=560.9 lumo_ev=-8.116 e_homo_ev=-14.7 orbital_gap_ev=6.54
C -1.77701 -2.43895 -4.27557
C -0.67494 -2.02375 -3.52814
C -0.26141 -0.66720 -3.62338
C -1.01536 0.27328 -4.37222
C -2.17699 -0.18292 -5.05125
C -2.52705 -1.52119 -5.02143
C -0.64200 1.63433 -4.27524
C 0.71076 1.92901 -4.00339
C 1.46032 0.96961 -3.26972
C 2.76536 1.27800 -2.78431
C 3.29259 2.53876 -3.05636
C 2.55718 3.49530 -3.76531
C 1.29485 3.20355 -4.24432
H -2.06527 -3.48900 -4.24411
H -2.77310 0.54744 -5.59891
H -3.39451 -1.87452 -5.57683
H -1.26903 2.38836 -4.74492
H 4.28899 2.77960 -2.68372
H 2.99271 4.47787 -3.93965
H 0.71044 3.93706 -4.79973
N 0.77029 -0.16760 -2.79349
Hf 0.25272 -0.00322 -0.76811
C -0.02170 -2.97268 -2.54596
H 1.07380 -2.98055 -2.64304
H -0.40601 -3.99332 -2.66179
C 3.51056 0.31716 -1.87443
H 3.52392 -0.70515 -2.27753
H 4.53831 0.65794 -1.70454
P -0.41072 -2.48165 -0.80534
P 2.72209 0.23564 -0.20405
C 3.25691 1.78874 0.56828
H 2.90173 1.79240 1.60684
H 4.35234 1.86338 0.54693
H 2.81662 2.64489 0.04314
C 3.65361 -1.03505 0.68424
H 4.67552 -0.68110 0.87522
H 3.13915 -1.23171 1.63296
H 3.68008 -1.96121 0.09553
C -2.16448 -2.90413 -0.62969
H -2.31368 -3.97715 -0.81102
H -2.47407 -2.65277 0.39343
H -2.77006 -2.32019 -1.33328
C 0.43928 -3.72979 0.18931
H 0.35618 -3.44079 1.24340
H -0.02758 -4.70972 0.02193
H 1.50147 -3.76629 -0.08616
C -1.09804 1.68899 -1.73681
O -0.91390 1.71454 -0.48828
H -1.52710 2.37777 -2.57943
N 0.33651 -1.01493 2.53541
C 0.34331 -0.70126 1.39998